1.
H60O30 | ωB97M-V/def2-TZVPD

XYZ file:
```
90
Properties=species:S:1:pos:R:3:forces:R:3
O 0.19350 0.24715 -3.53529 0.2 0.0 0.7
H -0.66754 -0.06251 -3.81627 -0.9 -0.4 -0.5
H 0.32047 -0.14709 -2.67234 0.3 -0.1 0.3
O 1.92813 -0.16010 -5.44787 0.6 -0.7 -0.6
H 2.68771 0.36593 -5.19775 0.2 0.2 0.0
H 1.23078 0.13075 -4.86022 -0.4 0.3 0.4
O -0.99822 -1.67598 5.88155 -0.6 -0.2 0.3
H -0.69269 -2.41277 5.35238 0.0 -0.1 -0.2
H -0.56098 -0.91234 5.50485 0.4 0.0 0.1
O 0.65697 -3.45675 0.33870 0.0 -0.2 -0.1
H 1.19891 -3.74232 -0.39681 0.1 -0.2 -0.3
H 1.22765 -2.88137 0.84811 0.4 0.6 0.4
O -2.86922 4.60413 1.05719 0.0 0.4 -0.1
H -3.52463 5.25851 0.81543 -0.1 0.3 0.1
H -3.19146 3.78856 0.67346 -0.2 -0.3 -0.2
O 2.08829 -1.58541 2.21898 0.4 -0.5 -0.3
H 1.33005 -1.02182 2.37285 -0.8 0.2 0.1
H 2.83432 -1.07550 2.53466 0.2 0.1 0.0
O 4.73810 -1.49949 0.36508 0.3 0.2 0.2
H 3.98487 -1.96623 0.72705 -0.4 -0.1 -0.1
H 5.33261 -1.39106 1.10739 0.2 0.0 0.2
O -0.55085 -0.45797 2.57762 0.7 0.2 -0.5
H -1.31083 -1.03095 2.67932 -0.5 -0.4 -0.2
H -0.60938 0.15121 3.31363 0.1 0.3 0.3
O 4.19984 2.19620 -2.36622 -0.7 0.6 0.1
H 4.88880 2.77344 -2.03705 0.2 0.1 0.0
H 4.56734 1.31572 -2.28923 0.5 -0.5 0.0
O 0.00538 2.70911 -4.24394 0.1 1.0 -0.5
H -0.32558 3.25032 -3.52715 -0.3 0.1 0.1
H 0.05385 1.82683 -3.87588 0.2 -0.3 0.2
O -1.57098 -3.61553 3.95839 -0.3 0.3 0.2
H -1.91108 -3.68500 3.06635 -0.1 -0.2 -0.7
H -2.31912 -3.82519 4.51747 -0.1 -0.1 0.4
O -2.16103 1.76948 5.09547 0.3 -0.2 0.7
H -2.43320 1.97337 4.20071 0.1 0.3 -0.8
H -2.88828 2.06817 5.64148 0.0 0.0 0.4
O 1.39497 -2.38617 -3.39352 -0.2 -0.4 0.8
H 1.58364 -1.73518 -4.06941 0.3 0.6 -0.6
H 1.11278 -3.16134 -3.87902 0.2 -0.1 -0.2
O -2.24146 -0.76920 -4.12837 -0.1 0.3 -0.2
H -2.75577 -1.25395 -4.77393 0.1 -0.1 -0.3
H -2.29851 -1.29621 -3.33135 -0.2 -0.3 0.7
O -2.02771 -3.62947 0.70970 -1.0 0.1 0.6
H -1.07634 -3.73456 0.71899 0.7 0.0 -0.2
H -2.25712 -3.60245 -0.21922 0.0 -0.1 -0.3
O 0.48173 -4.95950 2.91132 0.4 -0.4 -0.1
H -0.01203 -4.36058 3.47144 -0.1 0.0 0.3
H 0.65264 -4.45712 2.11468 0.2 0.0 -0.3
O -3.20680 -1.25446 2.56323 -0.1 0.4 0.0
H -3.75514 -1.85882 2.06292 0.0 -0.3 -0.3
H -3.23669 -1.58921 3.45949 0.0 -0.1 0.5
O 0.44809 0.50485 5.37995 0.5 0.0 -0.3
H -0.39581 0.95025 5.30456 -0.8 0.7 0.3
H 1.09210 1.16667 5.12801 0.3 0.1 0.0
O -4.04659 1.60910 -4.10209 -0.4 0.4 0.1
H -3.41092 1.02277 -3.69176 0.3 -0.3 0.0
H -4.36698 1.12218 -4.86136 0.0 -0.1 -0.2
O 5.68896 -0.10503 -1.80144 0.2 0.3 -0.6
H 6.61805 -0.03542 -1.58195 0.3 0.0 -0.1
H 5.28979 -0.50818 -1.03049 -0.5 -0.5 0.8
O -0.38045 3.97590 2.29871 0.7 -0.1 -0.2
H -0.67372 4.12822 3.19705 -0.1 0.0 0.2
H -1.18047 3.76411 1.81773 -0.4 0.2 0.0
O -0.22585 0.27550 -0.18672 -0.4 0.2 -0.5
H 0.71557 0.44690 -0.21093 1.0 0.2 -0.2
H -0.42325 0.15062 0.74154 -0.1 -0.4 1.0
O -1.19451 -3.81860 -3.33753 -0.4 -0.1 0.0
H -0.55757 -4.39338 -3.76200 0.0 -0.3 -0.1
H -0.66320 -3.20385 -2.83154 0.2 0.4 0.2
O -2.29260 -1.08160 -1.23627 -0.6 -0.4 -0.6
H -2.72146 -1.35280 -0.42463 -0.1 -0.2 0.2
H -1.64073 -0.43757 -0.95967 0.6 0.2 0.1
O 1.00876 3.57336 -0.33097 0.0 0.0 0.0
H 0.49996 3.83668 0.43585 -0.1 0.2 0.7
H 1.32326 4.39661 -0.70457 0.2 0.0 -0.1
O -1.95770 2.37408 -0.14112 -0.8 0.4 0.4
H -1.62904 3.16419 -0.57000 0.3 0.3 -0.4
H -1.28802 1.71190 -0.31224 0.7 -0.7 -0.2
O 2.41341 1.35588 -0.05964 0.0 -1.3 0.6
H 3.15971 1.69850 -0.55145 0.2 0.1 -0.6
H 1.79770 2.08754 -0.01715 -0.1 0.9 -0.1
O 4.19807 -2.58261 -2.28858 0.0 -0.4 0.0
H 4.76520 -1.82218 -2.41638 0.3 0.2 -0.1
H 3.32608 -2.21166 -2.15340 -0.4 0.0 -0.3
O -0.82661 4.57723 -2.10048 -0.3 0.0 0.0
H -1.33518 5.24289 -1.63734 -0.3 0.3 0.0
H -0.06303 5.04795 -2.43454 0.2 0.1 -0.2
O -2.64250 2.05708 2.52600 -0.5 -0.1 0.7
H -2.41932 2.21910 1.60939 0.4 0.0 -0.8
H -3.24950 1.31749 2.49809 -0.2 -0.5 -0.1
```
Positions in Å, forces in eV/Å.

Summary:
LUMO level = -0.18 eV
E_HOMO = -10.016 eV
E_tot = -62402.1688 eV

Atom charges from the Mulliken analysis, given in e for atoms 1 to 4: O -0.813; H 0.553; H 0.080; O -0.715

***

2.
H64O32 | ωB97M-V/def2-TZVPD

XYZ file:
```
96
Properties=species:S:1:pos:R:3:forces:R:3
O 2.14524 -2.98696 1.57710 -1.6 3.0 -0.3
H 1.44967 -2.46183 2.09779 1.3 -1.4 -0.5
H 2.24106 -2.27974 0.84891 0.1 -1.6 0.8
O 0.85361 -5.45362 0.60844 -1.4 -1.3 0.0
H 1.16280 -4.69699 1.09296 0.5 1.0 0.7
H 0.05106 -5.78058 1.08449 1.0 0.5 -0.6
O 2.19055 -0.83169 -0.51197 0.9 0.2 -1.6
H 3.16604 -0.71107 -0.67595 -1.2 0.0 0.5
H 1.75993 -0.68066 -1.40475 0.7 -0.1 1.0
O -3.93296 -1.26813 -1.41215 1.2 -0.3 0.3
H -3.01407 -1.70411 -1.57264 -1.3 0.8 0.3
H -4.56192 -1.47703 -2.09217 -0.1 -0.3 -0.5
O -2.15403 4.10949 -3.06717 0.4 -2.0 0.4
H -2.74753 4.08626 -3.81809 -0.3 0.3 -0.2
H -2.02712 3.11836 -2.90554 0.0 1.6 0.0
O 2.20723 3.00928 1.49850 -1.3 0.5 0.1
H 1.53462 3.56540 1.02957 0.9 -0.4 -0.3
H 1.64813 2.81905 2.29054 1.1 -0.1 -0.2
O 5.11799 1.94049 1.10548 1.0 -1.5 -0.4
H 5.55315 2.68765 1.46791 0.6 1.0 0.5
H 4.22997 2.19426 0.94790 -1.8 0.6 -0.1
O -1.43263 1.20242 -2.57745 0.6 -2.6 0.0
H -1.65611 0.21732 -2.67447 -0.2 1.8 0.2
H -0.46005 1.06381 -2.47493 -0.8 0.6 -0.2
O 0.85765 2.88456 -3.43610 1.0 -0.9 0.5
H 0.72070 3.23509 -2.55958 0.0 0.3 0.7
H 0.33618 3.44187 -3.97944 -0.9 0.8 -0.9
O 2.74856 -0.37731 -5.58914 -2.3 1.7 -1.1
H 3.47042 -0.93157 -5.37801 1.9 -1.3 -0.4
H 2.58430 -0.27228 -6.55660 0.6 -0.5 1.4
O -0.42722 -2.89836 4.34086 -1.4 1.8 -0.9
H 0.07242 -3.64070 4.57165 1.0 -1.9 0.2
H -0.93604 -3.03996 3.48452 0.6 0.1 0.7
O -1.55185 -2.88933 1.90354 0.9 0.0 -0.3
H -2.45648 -2.58593 1.93407 -0.9 0.1 0.3
H -1.07608 -2.13882 1.50989 0.2 -0.1 0.0
O 0.08816 4.14884 -0.02894 -0.2 1.5 0.2
H -0.71245 3.61823 0.05045 -0.3 -1.0 -0.3
H -0.32143 5.04364 0.05113 0.7 -0.5 -0.2
O 1.48145 -2.74784 -3.82391 1.2 0.5 -0.6
H 2.19585 -2.36967 -4.41272 -1.2 -0.7 0.8
H 0.99040 -1.98132 -3.48924 0.0 -0.2 -0.1
O -1.38227 -1.79977 -1.44427 -0.2 1.7 0.7
H -1.02310 -1.28096 -0.66662 -0.3 -0.6 -0.9
H -0.98953 -2.67809 -1.39815 0.6 -0.7 -0.1
O -0.95198 -0.88335 6.27719 -1.5 -1.0 -0.6
H -0.77816 -1.66972 5.72384 -0.7 0.0 -0.4
H -0.07209 -0.68005 6.48042 1.9 1.1 0.8
O -0.06918 -0.46521 0.75894 -0.4 -0.5 -0.2
H -0.41503 0.32382 1.17289 -0.6 0.4 0.6
H 0.81374 -0.22424 0.47271 0.7 -0.2 -0.3
O -4.55393 2.97184 4.00627 -0.5 -0.7 0.2
H -4.29508 3.07277 3.07896 -0.1 0.2 -0.2
H -5.43291 2.54600 3.98856 0.6 0.4 -0.1
O -0.00517 -4.01687 -1.61147 2.1 -1.3 1.0
H 0.83972 -4.03024 -2.12116 -1.2 0.4 -0.1
H 0.32549 -4.49506 -0.77553 -1.0 0.5 -1.0
O 3.85410 -4.26061 -2.92141 -0.4 0.3 0.4
H 3.22009 -3.53285 -2.73492 0.2 -0.6 -0.4
H 3.60483 -4.96000 -2.30766 0.0 -0.1 0.0
O -2.09468 2.52502 -0.19443 0.0 0.9 1.0
H -2.12275 1.86363 -0.89065 0.2 -0.5 -0.1
H -2.20095 2.10853 0.68484 0.1 -0.1 -0.8
O -4.03471 -2.17286 2.89076 0.4 -2.4 -1.9
H -4.09484 -1.42939 3.41822 -0.2 2.5 1.9
H -4.80111 -2.72228 3.03912 -0.2 0.0 0.1
O -2.09291 6.07329 -0.56959 0.0 -2.2 1.9
H -2.04396 5.42570 -1.27374 -0.1 0.1 -0.8
H -2.09601 6.94440 -0.87071 0.0 1.9 -1.2
O 0.58152 2.49520 3.60806 -2.2 1.0 0.3
H 0.23654 3.06695 4.33685 0.8 -0.6 -0.6
H -0.20900 2.54186 3.00240 1.0 -0.5 0.5
O -1.64843 1.14801 2.29122 -2.9 -1.6 1.0
H -1.86178 0.87965 3.23753 1.1 0.6 -0.3
H -2.51794 0.67632 2.02259 1.5 1.1 -0.8
O 4.84036 -0.83433 0.91513 0.7 1.4 -0.4
H 4.22369 -1.08808 1.61448 0.3 0.5 0.0
H 5.17281 0.12783 1.03400 -1.1 -1.9 0.2
O -4.12470 4.03488 1.17418 -0.5 -1.1 0.7
H -4.63505 4.82926 1.16578 -0.5 0.8 0.0
H -3.29453 4.26936 0.78936 0.9 0.2 -0.6
O 1.29776 0.04170 -3.23530 1.0 0.6 -0.9
H 1.88062 -0.34029 -3.94621 -0.7 0.5 0.5
H 1.38760 1.00056 -3.48129 -0.4 -0.7 0.5
O 5.75914 -2.44874 -2.36634 0.9 1.4 0.0
H 5.28603 -3.27811 -2.39614 -0.4 -0.7 0.7
H 6.00047 -2.13893 -1.47178 -0.5 -0.6 -0.6
O -3.98662 0.65950 0.51651 -0.3 -0.9 -0.1
H -4.16453 -0.05237 -0.17615 0.4 1.1 0.6
H -4.16937 1.54351 0.17512 -0.1 -0.3 -0.2
O 4.61285 -2.24433 -4.96718 -0.5 1.0 0.2
H 4.83997 -3.00210 -5.48033 0.3 -0.8 -0.4
H 5.13632 -2.25516 -4.15653 0.3 0.0 0.3
O -2.96582 0.36353 4.54993 0.7 -1.4 0.0
H -3.50656 1.13695 4.52336 -0.8 1.2 0.5
H -2.66810 0.13343 5.45362 0.0 0.3 -0.6
```
Positions in Å, forces in eV/Å.

Summary:
LUMO level = 0.18 eV
E_HOMO = -10.340 eV
E_tot = -66564.1525 eV

Atom charges from the Mulliken analysis, given in e for atoms 1 to 4: O -0.746; H 0.373; H 0.278; O -0.699

***

3.
H6IO3 | ωB97M-V/def2-TZVPD

XYZ file:
```
10
Properties=species:S:1:pos:R:3:forces:R:3
I -0.61126 -1.20364 -1.61606 0.1 0.0 0.0
O -0.00142 -1.63206 1.96590 1.0 -0.2 9.0
H -0.61672 -0.99552 2.28495 -0.7 0.6 -0.5
H 0.03020 -1.74161 1.12128 -0.3 -0.5 -8.5
O 2.51916 0.34172 -0.44634 3.0 1.5 2.1
H 2.73956 0.73682 -1.26240 0.3 0.6 -1.4
H 1.77588 -0.14870 -0.61494 -3.3 -2.1 -0.7
O -2.36525 1.62836 -0.41456 1.7 -1.2 0.0
H -1.83834 0.75194 -0.50667 -1.2 1.4 -0.1
H -1.63181 2.26269 -0.51115 -0.5 -0.2 0.0
```
Positions in Å, forces in eV/Å.

Summary:
LUMO level = 3.61 eV
net charge = -1
E_HOMO = -4.377 eV
E_tot = -14343.1331 eV

Atom charges from the natural (NBO) analysis, given in e for atoms 1 to 4: I -0.944; O -0.952; H 0.469; H 0.477

***

4.
H6N2Si | ωB97M-V/def2-TZVPD

XYZ file:
```
9
Properties=species:S:1:pos:R:3:forces:R:3
N -0.84252 1.23764 -0.59248 0.2 -1.6 3.8
N 0.39817 0.60888 -0.06537 -1.9 3.1 -1.4
Si 0.33197 -0.96610 0.47972 2.8 -1.0 -0.5
H -1.54394 0.57750 -0.19286 0.0 1.4 -1.6
H -0.80835 1.39094 -1.55538 -0.2 -0.6 -1.8
H 0.97045 1.37599 0.23041 0.3 -0.3 0.7
H -0.86677 -1.72260 0.80105 -0.7 0.3 0.2
H 1.33522 -0.89512 1.56081 -0.2 -0.5 0.4
H 1.02577 -1.60714 -0.66590 -0.3 -0.9 0.2
```
Positions in Å, forces in eV/Å.

Summary:
LUMO level = 1.00 eV
E_HOMO = -8.613 eV
SMILES string = NN[SiH3]
E_tot = -10953.1831 eV

Atom charges from the natural (NBO) analysis, given in e for atoms 1 to 4: N -0.676; N -0.928; Si 1.078; H 0.346

***

5.
H6N2Si | ωB97M-V/def2-TZVPD

XYZ file:
```
9
Properties=species:S:1:pos:R:3:forces:R:3
N 1.19162 0.90763 0.63482 1.5 1.7 -0.3
N -0.08731 0.98282 0.07101 -2.0 -1.6 -1.3
Si -0.53824 -0.65681 -0.31748 3.0 1.7 -1.2
H 1.40629 1.91605 0.67653 0.9 -0.9 0.6
H 1.86606 0.45519 -0.04198 -0.7 0.5 0.5
H -0.30957 1.77988 -0.54765 0.5 -0.8 0.3
H -1.50307 -0.60606 -1.38714 -0.7 -0.5 -0.1
H -0.39967 -1.36808 0.91744 -0.4 -0.8 0.3
H 1.69091 -1.26211 -1.46035 -2.1 0.5 1.1
```
Positions in Å, forces in eV/Å.

Summary:
LUMO level = 0.02 eV
E_HOMO = -8.270 eV
E_tot = -10950.7032 eV

Atom charges from the natural (NBO) analysis, given in e for atoms 1 to 4: N -0.664; N -0.874; Si 1.176; H 0.352

***

6.
H6N4O4S2 | ωB97M-V/def2-TZVPD

XYZ file:
```
16
Properties=species:S:1:pos:R:3:forces:R:3
N -0.07591 -2.31651 0.01640 -2.8 -0.6 1.6
N -1.35127 1.71429 -1.07473 0.7 -0.1 1.1
N 1.49047 0.10795 1.57503 1.4 2.0 -2.2
N -0.06621 -0.33778 -0.54540 -2.5 0.2 0.2
O -0.84881 1.04793 1.35498 -0.4 1.2 0.7
O -2.52954 -0.22146 0.06772 2.6 1.6 -0.5
O 1.37036 1.41888 -0.66741 1.6 0.6 0.4
O 2.24030 -0.94230 -0.52741 0.7 0.2 -0.1
S -1.28427 0.56746 0.10085 -3.6 -1.5 -1.2
S 1.38081 0.10093 -0.09122 1.6 1.4 1.0
H 0.76307 -2.31394 -0.44791 2.5 -1.2 -1.6
H -0.89375 -2.34174 -0.58329 0.0 -0.9 0.0
H -1.96585 1.34106 -1.81414 0.9 0.8 0.1
H -0.37311 2.15535 -1.17762 -2.1 -0.9 -0.5
H 1.18319 -0.79129 1.73028 -0.7 -2.6 1.5
H 0.96051 0.81115 2.08387 0.0 -0.2 -0.5
```
Positions in Å, forces in eV/Å.

Summary:
LUMO level (alpha / beta) = 0.46 / -3.99 eV
multiplicity = 3
E_HOMO (alpha / beta) = -9.564 / -10.934 eV
<S²> = 2.01
E_tot = -35911.6054 eV

Atom charges from the natural (NBO) analysis, given in e for atoms 1 to 4: N -0.568; N -1.064; N -0.999; N -0.846

***

7.
H6N4OS | ωB97M-V/def2-TZVPD

XYZ file:
```
12
Properties=species:S:1:pos:R:3:forces:R:3
N -1.01357 0.80634 0.07696 -4.2 1.1 0.2
N 1.74914 0.69316 -0.16974 0.8 2.0 2.1
N -0.21906 -1.54175 -0.62551 -0.9 2.0 -1.3
N 1.21629 -0.02041 0.91942 -1.3 -3.0 -0.9
O -2.77021 0.63267 0.38265 2.9 0.6 0.1
S -0.48528 -0.50530 0.70660 1.2 -0.4 0.7
H 1.48118 0.42155 -1.08745 -0.6 -1.1 -0.4
H 1.34685 1.59519 0.01207 0.1 0.9 -1.0
H 0.04203 -2.46158 -0.47675 0.7 -2.1 0.9
H -0.95590 -1.52703 -1.35646 0.5 0.6 1.0
H 1.37124 0.42631 1.82262 -0.2 0.1 -0.5
H -2.94454 1.36069 1.03204 0.7 -0.7 -0.8
```
Positions in Å, forces in eV/Å.

Summary:
LUMO level = 0.26 eV
E_HOMO = -8.808 eV
E_tot = -18934.6145 eV

Atom charges from the natural (NBO) analysis, given in e for atoms 1 to 4: N -0.665; N -0.644; N -1.075; N -0.624

***

8.
H6NO3SSi2 | ωB97M-V/def2-TZVPD

XYZ file:
```
13
Properties=species:S:1:pos:R:3:forces:R:3
N -2.50876 0.30920 -0.60506 2.5 0.8 -0.9
O -1.42492 0.83370 1.49652 1.0 -0.1 0.9
O -1.93754 2.67780 -0.00027 1.1 -0.9 -0.8
O 0.17827 1.27172 -0.29062 -1.3 -0.3 -0.7
Si -2.23605 -1.30756 -0.11156 -1.2 -1.4 -0.3
Si 1.76343 1.64603 -0.35523 -0.6 -2.0 1.7
S -1.51562 1.28872 0.13031 -1.9 0.8 1.3
H -3.15278 -2.24000 -1.14200 1.5 1.0 1.0
H -2.89485 -1.64191 1.19031 0.1 0.0 -0.1
H -0.79097 -1.79867 0.12247 -0.8 0.2 -0.6
H 2.22431 1.47427 -1.68880 0.4 0.4 -1.3
H 2.66577 0.52101 0.33492 -0.9 1.2 -0.3
H 1.99952 2.93386 0.28543 0.3 0.4 0.0
```
Positions in Å, forces in eV/Å.

Summary:
LUMO level = 3.28 eV
net charge = -1
E_HOMO = -5.210 eV
E_tot = -34321.2984 eV

Atom charges from the natural (NBO) analysis, given in e for atoms 1 to 4: N -1.343; O -1.009; O -0.959; O -1.165

***

9.
H6NOSi2 | ωB97M-V/def2-TZVPD

XYZ file:
```
10
Properties=species:S:1:pos:R:3:forces:R:3
N -2.35814 0.54045 0.28657 2.8 1.2 -0.9
O -1.29683 0.90024 -0.34599 -0.4 -0.2 0.2
Si 2.24966 0.26835 0.12565 1.2 -2.8 2.0
Si -3.69529 -0.33190 0.13025 -1.0 0.5 1.5
H 1.59009 -0.74109 1.28564 1.1 1.2 -1.8
H 1.32624 0.50063 -0.86787 -1.7 0.9 -1.2
H 2.93595 1.29338 0.90985 -0.1 0.6 -0.1
H 3.39269 -0.35094 -0.75925 -0.7 0.1 1.0
H -4.12334 -0.18134 1.51998 -0.7 -0.3 0.3
H -4.51347 -1.28201 -0.55545 -0.5 -1.1 -1.1
```
Positions in Å, forces in eV/Å.

Summary:
LUMO level (alpha / beta) = 3.85 / 3.85 eV
net charge = -1
E_HOMO (alpha / beta) = -2.012 / -2.014 eV
E_tot = -19385.3883 eV

Atom charges from the natural (NBO) analysis, given in e for atoms 1 to 4: N -0.506; O -0.642; Si 0.626; Si 0.646

***

10.
H6NP3 | ωB97M-V/def2-TZVPD

XYZ file:
```
10
Properties=species:S:1:pos:R:3:forces:R:3
N -0.32942 -0.49906 1.75646 -0.5 0.5 -0.6
P 1.75683 1.33900 0.02644 -1.2 1.8 -0.1
P -1.88359 0.80068 -0.40091 0.6 2.0 0.8
P 0.00544 -0.07062 0.28412 -0.4 -1.0 -0.4
H 0.30808 -1.09282 2.22603 0.9 -0.4 0.7
H 2.56958 0.27789 0.02939 1.3 -1.5 -0.1
H 1.87113 1.59483 -1.39413 -0.4 -0.5 0.5
H -2.71826 -0.13562 0.15587 -0.2 -0.9 0.2
H -1.76955 0.28901 -1.64964 -0.1 -0.7 -1.3
H 0.18975 -2.50329 -1.03364 0.0 0.6 0.2
```
Positions in Å, forces in eV/Å.

Summary:
LUMO level (alpha / beta) = -1.17 / -0.70 eV
E_HOMO (alpha / beta) = -9.144 / -7.673 eV
E_tot = -29448.5885 eV

Atom charges from the natural (NBO) analysis, given in e for atoms 1 to 4: N -1.181; P 0.019; P 0.032; P 0.810